# 1
8
Properties=species:S:1:pos:R:3:forces:R:3:nbo_charge:R:1 method="wB97M-V/def2-TZVPD" e_tot_ev=-7705.1359 e_above_lowest_ev=2.707 orbital_gap_ev=9.6047 spin_multiplicity=1 max_force_ha_per_bohr=0.118
C -0.522 -0.063 0.055 -1.03 0.84 -0.54 0.423
C 1.268 -0.685 -0.030 -6.06 -0.17 0.41 0.437
N -1.740 -0.536 0.084 4.22 -0.72 0.18 -0.725
O -0.288 1.293 0.024 -1.43 -0.95 0.16 -0.701
O 1.984 0.222 0.137 1.80 -0.64 -0.33 -0.477
H 1.153 -1.784 -0.182 1.56 0.53 0.10 0.198
H -2.472 0.154 0.151 0.09 0.64 -0.10 0.362
H 0.619 1.400 -0.240 0.84 0.47 0.12 0.484

# 2
19
Properties=species:S:1:pos:R:3:forces:R:3:nbo_charge:R:1 method="wB97M-V/def2-TZVPD" e_tot_ev=-7448.9992 e_above_lowest_ev=4.432 orbital_gap_ev=8.5245 spin_multiplicity=1 max_force_ha_per_bohr=0.015
C 0.983 0.351 2.510 -0.17 -0.04 0.12 -0.788
C 0.850 0.839 1.120 0.71 -0.31 0.14 0.175
C 0.921 -0.297 0.137 0.19 -0.10 -0.03 -0.560
C -0.304 -0.154 -0.750 0.05 0.16 0.08 -0.048
C -0.194 0.466 -2.105 0.08 0.21 -0.10 -0.407
C -0.528 -0.999 -1.965 -0.05 -0.17 0.03 -0.418
C -1.403 0.294 0.184 -0.14 0.13 -0.02 -0.586
H 2.041 0.552 2.750 -0.03 0.11 -0.11 0.277
H 0.822 -0.721 2.690 -0.06 0.00 -0.08 0.181
H 0.408 0.937 3.228 0.08 0.14 0.01 0.240
H -0.902 1.141 0.726 -0.66 -0.25 0.12 0.237
H 1.860 -0.181 -0.416 -0.02 -0.02 -0.09 0.248
H 0.926 -1.290 0.615 -0.01 -0.01 -0.06 0.168
H 0.796 0.737 -2.458 -0.12 -0.06 0.01 0.214
H -0.982 1.149 -2.416 0.11 -0.15 0.04 0.212
H 0.233 -1.729 -2.235 -0.10 0.17 0.07 0.215
H -1.543 -1.318 -2.190 0.14 0.08 0.07 0.215
H -1.708 -0.503 0.878 0.07 0.28 -0.11 0.207
H -2.276 0.726 -0.304 -0.07 -0.17 -0.07 0.218

# 3
114
Properties=species:S:1:pos:R:3:forces:R:3:lowdin_charge:R:1 method="wB97M-V/def2-TZVPD" e_tot_ev=-116271.0630 total_charge=+1 orbital_gap_ev=6.6560 spin_multiplicity=1 max_force_ha_per_bohr=0.045
Pt -0.714 -0.987 -0.775 -1.64 1.14 -1.14 1.052
Cl -3.356 -5.410 -6.050 0.02 0.02 0.05 0.694
C -2.916 -4.514 -4.634 -0.08 -0.10 0.00 -0.660
C -3.434 -4.905 -3.386 -0.01 -0.05 -0.05 -0.092
C -3.113 -4.221 -2.248 -0.14 -0.05 0.07 -0.569
Cl -3.759 -4.745 -0.732 0.00 0.08 -0.04 0.764
C -2.240 -3.095 -2.263 -0.12 0.21 0.16 -0.379
O -2.002 -2.488 -1.153 -0.08 -0.87 0.50 -0.286
C -1.736 -2.730 -3.534 0.20 -0.01 -0.20 -0.139
C -0.857 -1.630 -3.712 -0.11 0.02 0.00 -0.162
O -0.396 -0.876 -2.842 0.43 0.07 -0.19 -0.165
C -2.082 -3.446 -4.708 0.03 0.03 0.03 -0.052
H -4.091 -5.763 -3.324 0.00 0.01 0.00 0.116
H -0.542 -1.423 -4.742 -0.05 0.07 -0.01 0.151
H -1.674 -3.134 -5.662 0.00 0.01 0.03 0.122
C -0.227 7.709 -1.246 0.01 0.03 -0.03 -0.034
C 0.768 6.618 -0.836 -0.02 0.03 -0.10 -0.515
C 1.802 6.461 -1.964 -0.01 0.01 0.00 -0.033
C 1.528 7.096 0.406 0.00 0.00 0.10 -0.035
C 0.020 5.262 -0.622 0.07 -0.32 -0.02 -0.417
O -0.277 4.679 -1.898 0.14 -0.05 0.16 -0.008
C -1.343 5.340 0.094 -0.11 0.01 -0.04 -0.104
C -1.526 5.900 1.514 0.19 0.04 0.05 -0.123
C -1.122 4.953 2.622 0.02 0.10 0.10 -0.236
C -1.960 3.888 2.931 -0.10 -0.08 -0.14 -0.043
C -1.660 2.997 3.946 -0.10 -0.10 -0.04 -0.110
C -0.494 3.164 4.669 0.20 0.08 0.03 -0.672
Cl -0.111 2.043 5.940 0.03 -0.04 -0.04 0.670
C 0.363 4.218 4.396 -0.09 -0.04 -0.04 -0.087
C 0.038 5.109 3.380 -0.07 -0.04 0.02 -0.041
C 0.975 4.247 0.067 -0.10 -0.06 -0.13 -0.020
N 0.798 2.863 -0.373 0.30 0.30 -0.14 -0.073
C -0.110 1.958 -0.049 -0.48 0.03 -0.23 -0.100
N 0.072 0.877 -0.804 1.14 0.03 0.65 -0.111
C 1.170 1.183 -1.560 -0.09 0.23 -0.05 -0.171
N 1.632 2.379 -1.327 -0.29 0.02 0.07 0.164
H 0.321 8.604 -1.544 -0.01 0.00 0.00 0.097
H -0.901 7.990 -0.435 0.02 -0.02 0.01 0.086
H -0.841 7.417 -2.104 0.03 0.00 0.00 0.090
H 2.412 7.365 -2.010 0.00 -0.02 -0.01 0.093
H 1.337 6.324 -2.939 -0.03 -0.01 0.01 0.089
H 2.472 5.613 -1.806 -0.01 0.04 0.00 0.086
H 2.016 8.043 0.172 0.01 -0.01 0.00 0.096
H 2.311 6.400 0.712 -0.02 0.03 0.00 0.089
H 0.877 7.279 1.257 -0.02 -0.02 0.06 0.063
H -0.742 5.334 -2.428 -0.02 -0.01 -0.01 0.098
H -1.743 4.321 0.088 -0.02 -0.02 -0.05 0.113
H -1.999 5.902 -0.575 0.00 0.01 0.02 0.119
H -2.593 6.099 1.626 0.00 -0.01 0.01 0.126
H -1.037 6.865 1.640 0.04 -0.03 -0.02 0.099
H -2.885 3.758 2.377 0.01 0.02 0.03 0.125
H -2.336 2.192 4.190 -0.04 -0.09 0.02 0.096
H 1.265 4.347 4.980 -0.01 0.01 0.00 0.111
H 0.703 5.941 3.192 0.03 0.08 -0.05 0.111
H 0.858 4.280 1.147 0.02 0.01 0.01 0.120
H 2.008 4.462 -0.186 0.00 0.01 0.04 0.117
H -0.905 2.112 0.662 0.08 -0.06 0.11 0.137
H 1.581 0.520 -2.298 0.06 -0.04 0.07 0.095
C 2.009 -2.472 2.658 0.07 -0.03 0.09 -0.131
C 2.791 -2.450 1.341 0.11 -0.21 -0.07 -0.680
C 3.979 -3.404 1.496 0.04 0.13 0.12 -0.102
C 3.328 -1.049 1.047 0.05 0.02 0.11 -0.126
Sb 1.353 -2.890 -0.268 0.27 -0.18 0.05 1.610
C 2.592 -3.247 -2.057 0.07 -0.27 0.22 -0.689
C 2.855 -1.875 -2.669 0.13 -0.03 -0.09 -0.135
C 3.925 -3.936 -1.771 0.03 -0.03 -0.13 -0.108
C 1.805 -4.096 -3.051 0.06 0.09 -0.13 -0.110
C 0.433 -4.780 0.383 0.26 0.01 -0.01 -0.674
C -0.156 -5.525 -0.810 -0.12 -0.06 0.09 -0.111
C 1.407 -5.718 1.093 -0.11 -0.10 0.00 -0.108
C -0.688 -4.357 1.336 -0.04 -0.15 0.03 -0.134
H 2.560 -1.901 3.417 0.00 -0.02 0.00 0.097
H 1.904 -3.486 3.039 0.02 -0.04 0.00 0.073
H 1.009 -2.054 2.579 0.17 -0.23 -0.01 0.021
H 4.501 -3.159 2.430 -0.01 0.00 -0.03 0.095
H 4.704 -3.306 0.695 0.01 0.01 -0.03 0.057
H 3.680 -4.447 1.561 -0.01 -0.02 -0.01 0.060
H 3.939 -0.701 1.888 -0.02 0.01 -0.03 0.094
H 2.540 -0.310 0.876 0.03 0.03 -0.02 0.042
H 3.965 -1.042 0.160 -0.01 -0.01 0.01 0.070
H 3.367 -1.200 -1.980 0.00 0.00 0.00 0.064
H 1.931 -1.404 -2.995 -0.05 0.03 -0.04 0.037
H 3.499 -1.993 -3.549 -0.02 0.02 0.03 0.099
H 4.635 -3.258 -1.301 0.01 0.00 0.02 0.066
H 4.371 -4.258 -2.720 -0.01 0.04 0.03 0.093
H 3.823 -4.822 -1.143 -0.02 0.00 0.00 0.074
H 0.782 -3.745 -3.198 -0.04 0.00 0.01 0.056
H 1.759 -5.139 -2.751 0.02 -0.04 0.01 0.068
H 2.312 -4.062 -4.023 -0.04 0.01 0.03 0.097
H 0.612 -6.046 -1.377 0.02 -0.02 -0.01 0.070
H -0.708 -4.881 -1.492 0.01 0.02 -0.03 0.049
H -0.857 -6.282 -0.439 0.02 0.02 -0.02 0.093
H 2.267 -5.971 0.470 -0.01 0.01 -0.01 0.075
H 0.889 -6.657 1.325 0.00 0.03 0.00 0.095
H 1.770 -5.315 2.036 0.01 0.02 0.03 0.057
H -1.432 -3.733 0.842 0.01 0.02 -0.02 0.034
H -0.309 -3.829 2.213 0.00 -0.01 0.01 0.056
H -1.202 -5.258 1.694 0.01 0.04 0.00 0.096
N 0.117 -0.074 2.324 -0.19 0.24 0.04 0.115
C -1.141 -0.531 2.173 0.06 0.07 0.02 -0.702
N -1.744 -0.605 1.009 -0.20 -0.43 0.16 -0.070
C -3.095 -1.000 1.173 0.20 0.25 -0.04 -0.298
C -4.079 -0.979 0.194 0.00 -0.11 -0.03 -0.031
C -5.364 -1.349 0.542 -0.01 -0.03 0.01 -0.065
C -5.681 -1.730 1.848 0.00 0.00 0.00 -0.071
C -4.719 -1.705 2.841 0.01 0.05 -0.04 -0.075
C -3.433 -1.322 2.483 -0.03 0.01 0.05 -0.452
S -2.065 -1.057 3.536 -0.04 0.10 0.10 1.124
H 0.709 -0.134 1.508 0.01 -0.01 -0.03 0.039
H 0.575 -0.201 3.212 -0.05 0.09 -0.01 0.100
H -3.836 -0.678 -0.814 0.05 -0.02 -0.05 0.109
H -6.139 -1.342 -0.213 0.01 0.00 0.02 0.112
H -6.692 -2.026 2.092 0.02 0.01 0.00 0.111
H -4.965 -1.953 3.865 0.01 -0.01 -0.02 0.114